24 unconnected molecules or ions with the total composition C48H144O48, computed with ωB97M-V with the def2-TZVPD basis set.

Values from the calculation:
Energy relative to the best compared isomer or geometry (same formula, charge and spin) in kJ/mol: 0.0
HOMO in eV: -9.199

Atoms and positions in Å:
1 C -1.866588 5.157630 -0.838257
2 C -0.936519 4.360875 -1.776298
3 O -0.949033 4.891259 -3.115537
4 O -1.805379 4.493766 0.417887
5 H -2.884965 5.080148 -1.251519
6 H -1.633295 6.225789 -0.742076
7 H -1.332784 3.326612 -1.760963
8 H 0.111865 4.327784 -1.431940
9 H -1.719986 4.500151 -3.567415
10 H -2.659653 4.037160 0.565761
11 C -3.346031 -7.027090 -2.534487
12 C -2.027950 -6.825900 -1.785384
13 O -1.141392 -7.912441 -1.983625
14 O -3.849003 -8.365956 -2.323836
15 H -3.153403 -6.918076 -3.615274
16 H -4.063060 -6.257261 -2.242168
17 H -2.259590 -6.733195 -0.704534
18 H -1.523402 -5.911406 -2.106261
19 H -1.646030 -8.714340 -1.797570
20 H -4.811323 -8.376150 -2.356369
21 C -1.469831 -5.594148 3.406780
22 C -0.646381 -6.854560 3.443066
23 O -0.797657 -7.566484 4.703425
24 O -2.842542 -5.890849 3.446644
25 H -1.239364 -5.013285 2.498845
26 H -1.208991 -5.004059 4.305703
27 H 0.407738 -6.552299 3.315093
28 H -0.912418 -7.522446 2.606200
29 H -0.231840 -8.346170 4.653937
30 H -2.946850 -6.833583 3.309615
31 C -4.587661 -2.685081 -3.183853
32 C -4.228285 -3.677512 -4.307077
33 O -5.224035 -4.697268 -4.298509
34 O -5.778685 -1.910450 -3.339324
35 H -3.776368 -1.968810 -3.060449
36 H -4.668866 -3.262824 -2.246281
37 H -3.210682 -4.075505 -4.082653
38 H -4.221780 -3.182987 -5.285199
39 H -5.086492 -5.302548 -5.031212
40 H -6.530084 -2.514966 -3.368057
41 C -3.899735 3.483494 3.061682
42 C -4.130485 2.407033 2.008774
43 O -4.079856 2.995293 0.734944
44 O -5.133891 4.169167 3.339346
45 H -3.127900 4.203425 2.750797
46 H -3.537764 2.976134 3.982017
47 H -5.106296 1.926641 2.195452
48 H -3.342864 1.629376 2.082406
49 H -4.255047 2.322206 0.036049
50 H -4.949425 4.888828 3.952439
51 C -5.906668 2.171856 -2.111710
52 C -6.032167 1.667616 -3.537482
53 O -6.985300 0.636479 -3.721932
54 O -5.071547 1.326909 -1.322124
55 H -6.911924 2.270901 -1.661779
56 H -5.415320 3.145533 -2.116934
57 H -5.037708 1.339964 -3.882703
58 H -6.334692 2.515464 -4.171504
59 H -6.553865 -0.198308 -3.478042
60 H -5.520106 0.487124 -1.133395
61 C 3.567803 -0.466582 6.121144
62 C 3.615192 -0.957277 7.561453
63 O 4.594726 -1.970950 7.675460
64 O 3.135816 -1.465901 5.192784
65 H 4.567290 -0.106235 5.825408
66 H 2.862661 0.371382 6.054785
67 H 2.627968 -1.364515 7.833276
68 H 3.844474 -0.114594 8.232554
69 H 4.561113 -2.385574 8.540304
70 H 3.890428 -2.038467 4.978862
71 C -1.120936 -1.321739 -7.075668
72 C -1.206941 -1.539673 -8.628926
73 O -0.283366 -0.634881 -9.149818
74 O -1.471523 0.032187 -6.692108
75 H -0.107586 -1.572964 -6.713642
76 H -1.847890 -2.012294 -6.607616
77 H -2.238834 -1.328977 -8.988436
78 H -0.933195 -2.560874 -8.928129
79 H -0.358004 0.136974 -8.565783
80 H -1.061389 0.150735 -5.798216
81 C 3.497978 3.420255 -1.638437
82 C 3.867175 3.694355 -0.211170
83 O 2.672645 3.858830 0.521346
84 O 2.789304 2.181159 -1.671662
85 H 4.383642 3.344887 -2.286876
86 H 2.840314 4.216021 -2.031227
87 H 4.536475 4.569739 -0.130190
88 H 4.426661 2.807462 0.152066
89 H 2.844639 3.629890 1.461002
90 H 2.327108 2.125378 -0.816730
91 C 6.250935 -3.267067 3.801902
92 C 6.959222 -3.207019 5.144422
93 O 6.147600 -3.721644 6.156376
94 O 5.435339 -2.108011 3.546704
95 H 5.671230 -4.201513 3.735184
96 H 7.039121 -3.297902 3.027408
97 H 7.282108 -2.168172 5.357263
98 H 7.875498 -3.802663 5.079637
99 H 5.565974 -3.025885 6.514557
100 H 5.259494 -2.114724 2.594820
101 C 7.532676 0.684747 1.938788
102 C 7.022807 0.888050 0.502916
103 O 5.677452 0.465914 0.360818
104 O 8.847404 1.192503 1.985272
105 H 7.529074 -0.404734 2.139703
106 H 6.886149 1.171447 2.693183
107 H 7.670603 0.294392 -0.164301
108 H 7.108352 1.933151 0.188356
109 H 5.666198 -0.516091 0.429372
110 H 9.332651 0.729492 2.672493
111 C 1.408011 1.946322 -4.670591
112 C 0.113207 1.553622 -3.968972
113 O -0.392386 0.241240 -4.263190
114 O 2.469323 1.086813 -4.327220
115 H 1.629358 2.982591 -4.345491
116 H 1.311263 1.954412 -5.760474
117 H -0.664846 2.276536 -4.236351
118 H 0.275830 1.630716 -2.881505
119 H 0.185980 -0.375644 -3.787506
120 H 2.669254 1.279250 -3.392944
121 C -0.765678 -1.167150 4.054663
122 C -2.109536 -0.467631 3.780967
123 O -2.890035 -0.218828 4.969729
124 O 0.110288 -0.247303 4.692419
125 H -0.324408 -1.492699 3.095256
126 H -0.906321 -2.041112 4.710867
127 H -2.715801 -1.070362 3.091607
128 H -1.879390 0.499647 3.289147
129 H -2.323517 0.296521 5.558112
130 H 0.906614 -0.733281 4.956435
131 C 0.856979 6.522945 1.750692
132 C 1.368887 7.984564 1.872050
133 O 0.861921 8.776523 0.816714
134 O -0.522250 6.369413 2.045743
135 H 1.473475 5.850336 2.380238
136 H 1.053970 6.226874 0.708685
137 H 2.456617 7.967746 1.735652
138 H 1.176372 8.447080 2.858442
139 H -0.040714 9.029670 1.020026
140 H -0.883118 5.610938 1.536634
141 C 6.954825 -2.759820 0.177500
142 C 6.791947 -3.185317 -1.285995
143 O 5.681423 -4.033765 -1.524258
144 O 5.748758 -2.148732 0.688890
145 H 7.772070 -2.037565 0.311866
146 H 7.158119 -3.652989 0.805376
147 H 7.720282 -3.607413 -1.707306
148 H 6.544077 -2.284109 -1.858791
149 H 5.794829 -4.870996 -1.058061
150 H 5.023775 -2.832463 0.635735
151 C 2.874945 0.608729 2.363546
152 C 3.756282 1.643327 3.032300
153 O 3.206201 2.933954 3.077833
154 O 2.819332 0.649449 0.920319
155 H 1.849318 0.659674 2.746849
156 H 3.297579 -0.368749 2.667116
157 H 4.710287 1.706109 2.496962
158 H 3.947991 1.279009 4.061511
159 H 2.419597 2.890651 3.671321
160 H 3.747479 0.675055 0.580741
161 C -0.135633 3.480764 4.637982
162 C -0.965602 3.434283 5.938215
163 O -1.627474 2.158679 6.145465
164 O 0.923197 2.494322 4.690383
165 H 0.320421 4.466787 4.452592
166 H -0.800781 3.237385 3.794863
167 H -1.723941 4.228345 5.969094
168 H -0.277530 3.598695 6.775955
169 H -1.168872 1.738684 6.880629
170 H 0.485574 1.617911 4.756966
171 C 0.843018 -2.507759 -2.371488
172 C -0.538561 -3.051958 -2.005845
173 O -0.837061 -3.059958 -0.599870
174 O 0.967827 -1.130523 -2.134039
175 H 1.097102 -2.721894 -3.420449
176 H 1.581836 -3.063380 -1.742452
177 H -0.577446 -4.086730 -2.385283
178 H -1.336910 -2.471974 -2.479807
179 H -0.216691 -3.642711 -0.123057
180 H 0.969248 -0.956453 -1.153017
181 C -2.212932 4.534613 -6.504370
182 C -2.998568 3.485830 -5.781495
183 O -3.279304 3.835098 -4.436572
184 O -2.803596 5.838186 -6.463793
185 H -2.081216 4.204895 -7.549901
186 H -1.219596 4.649769 -6.044992
187 H -2.459890 2.536558 -5.774581
188 H -3.947944 3.292096 -6.315506
189 H -3.764813 4.669361 -4.430422
190 H -3.763334 5.763247 -6.500261
191 C -6.543952 -3.539160 1.387009
192 C -5.635180 -2.294125 1.456010
193 O -5.483720 -1.681467 0.171481
194 O -6.422407 -4.329548 0.190455
195 H -7.615783 -3.331876 1.547949
196 H -6.190176 -4.160951 2.225859
197 H -4.637263 -2.659559 1.761372
198 H -5.954084 -1.577155 2.218143
199 H -4.636643 -1.994967 -0.168649
200 H -5.650531 -4.888952 0.317916
201 C 4.079535 -1.436110 -3.633520
202 C 5.365321 -0.639980 -3.911739
203 O 6.232956 -1.339027 -4.817105
204 O 3.312942 -1.705002 -4.809527
205 H 3.467518 -0.909197 -2.880904
206 H 4.360009 -2.415821 -3.230211
207 H 5.875024 -0.446299 -2.949020
208 H 5.084710 0.331136 -4.347057
209 H 7.143880 -1.120514 -4.598195
210 H 3.005450 -0.846321 -5.136678
211 C -6.540018 5.939285 0.503103
212 C -6.930043 6.562185 -0.819200
213 O -6.605779 5.736501 -1.922308
214 O -5.135620 5.834653 0.533346
215 H -7.012349 4.948736 0.617979
216 H -6.915680 6.586133 1.319693
217 H -6.362531 7.481955 -0.953448
218 H -8.001928 6.817810 -0.805271
219 H -7.260002 5.032475 -1.970982
220 H -4.907766 5.007553 0.970225
221 C 1.583803 -4.113198 2.056575
222 C 2.562653 -3.052636 1.521221
223 O 3.670732 -3.774316 0.979174
224 O 0.773900 -4.643079 1.008707
225 H 0.879515 -3.684540 2.775516
226 H 2.143787 -4.915368 2.558264
227 H 2.937525 -2.408499 2.319178
228 H 2.090596 -2.429797 0.742437
229 H 3.330599 -4.402681 0.334370
230 H 1.272169 -5.215742 0.411353
231 C -0.427116 0.689889 0.448318
232 C -1.637770 0.211402 -0.337948
233 O -2.234590 -0.843323 0.398312
234 O 0.546418 -0.354043 0.495150
235 H -0.710804 1.054291 1.449050
236 H 0.007900 1.547891 -0.095961
237 H -1.359358 -0.080986 -1.371259
238 H -2.382869 1.012418 -0.391973
239 H -1.665433 -1.632035 0.274521
240 H 1.400980 0.025319 0.776232

Forces on atoms 1 to 6 (eV/Å):
0.066 -0.668 -0.655
-0.322 0.370 -0.535
-0.035 -0.520 0.516
-0.213 0.176 0.479
0.175 0.166 0.129
0.235 -0.298 0.013